# 1
130
Properties=species:S:1:pos:R:3:mulliken_charge:R:1 method="wB97M-V/def2-TZVPD" fmax_ha_per_bohr=0.2593 de_lowest_kj_mol=1443.86 total_energy_ha=-2601.9897
C -13.544 -13.091 17.082 -1.350
C -18.803 -10.739 12.698 -0.129
H -19.813 -10.510 12.329 0.584
H -16.180 -8.095 14.476 -0.113
H -13.577 -11.131 16.614 -1.096
H -17.674 -10.639 15.734 0.481
H -17.084 -8.529 12.319 0.088
O -21.165 -8.262 18.927 -0.489
N -18.862 -12.865 19.581 -0.436
H -19.844 -8.446 15.091 0.162
O -16.770 -7.495 21.964 -0.787
H -14.957 -10.122 13.876 -0.457
H -19.097 -6.288 14.843 0.115
H -19.048 -12.425 15.781 0.045
H -18.421 -7.150 20.297 -0.132
H -14.687 -6.084 21.703 0.204
H -12.862 -12.841 14.202 0.237
H -11.987 -10.684 18.257 0.395
C -14.721 -12.087 13.689 0.320
H -14.034 -6.793 20.295 0.307
H -15.881 -8.413 17.773 -0.720
C -15.727 -7.556 21.054 0.081
C -20.121 -7.651 19.061 -1.112
H -12.175 -4.489 15.993 0.375
H -15.235 -11.242 18.226 -0.331
N -19.696 -11.023 19.183 -0.091
H -18.621 -5.135 18.872 0.250
C -18.568 -11.582 19.486 0.286
H -19.783 -13.217 19.954 0.248
N -11.135 -8.845 18.256 -0.398
H -14.003 -6.908 13.499 0.222
H -18.966 -8.890 20.483 -0.081
H -17.357 -8.532 16.093 -0.461
H -17.747 -9.945 9.783 0.364
C -16.453 -4.753 18.925 1.217
C -17.824 -10.461 11.531 0.575
N -14.779 -6.719 20.998 -0.212
H -18.091 -7.542 18.023 -0.459
O -12.110 -11.487 17.827 -0.733
C -15.661 -3.612 18.383 -2.216
H -18.747 -15.500 15.623 0.405
H -17.101 -10.510 17.249 -0.711
H -18.982 -8.991 17.562 0.014
C -13.164 -4.956 15.911 -1.244
H -14.619 -3.731 18.371 0.529
H -14.867 -8.584 19.558 -0.140
C -17.922 -4.505 18.627 -1.697
O -20.827 -7.011 14.149 -0.620
H -10.988 -8.731 19.300 0.296
C -17.387 -13.518 16.639 -1.261
O -19.555 -13.767 17.211 -0.655
H -16.335 -9.265 10.858 0.479
O -16.054 -8.964 14.706 1.833
H -12.903 -4.779 12.562 0.435
H -14.939 -7.574 16.639 -0.010
H -15.857 -3.326 17.372 0.361
C -12.171 -8.152 17.937 0.072
H -14.517 -9.153 16.805 -0.117
H -19.954 -7.738 21.155 0.557
C -20.086 -8.157 14.122 -0.932
H -14.593 -4.842 13.168 0.307
H -16.732 -13.310 15.798 0.278
H -13.240 -5.707 16.648 0.130
N -15.613 -8.500 20.213 0.248
N -14.246 -10.853 13.940 0.009
N -13.784 -12.989 13.862 -0.323
N -16.207 -5.748 15.721 0.315
H -18.514 -14.255 14.318 0.280
C -16.768 -10.474 16.189 -0.279
H -12.153 -5.940 14.142 0.628
H -21.876 -7.587 18.802 0.509
H -16.256 -4.701 20.009 0.661
C -16.394 -9.053 15.902 1.124
H -16.359 -9.197 20.222 -0.004
N -18.307 -5.854 15.330 -0.219
H -18.018 -4.292 17.569 0.511
H -14.049 -10.149 18.899 0.073
O -16.915 -6.603 13.623 -0.699
H -18.478 -5.487 16.234 -0.153
C -19.282 -7.809 20.350 -0.363
O -13.848 -6.659 14.452 -0.254
O -13.201 -7.585 18.726 -0.654
H -14.089 -14.009 13.848 0.293
O -18.353 -10.235 10.404 -0.544
H -12.943 -7.534 16.321 -0.800
C -16.740 -9.502 11.883 -0.849
H -15.227 -6.010 15.574 -0.745
H -17.253 -11.406 11.319 0.083
H -13.448 -3.737 13.891 0.403
H -19.114 -7.950 13.669 0.646
H -16.282 -5.393 16.658 -0.043
H -17.101 -12.767 17.335 -0.015
H -18.281 -3.505 18.970 0.439
C -19.063 -7.939 17.852 1.011
H -20.692 -8.862 13.573 0.404
H -20.396 -6.566 19.015 0.857
H -10.523 -9.345 17.625 0.215
C -13.561 -4.731 13.445 -1.737
C -17.103 -6.097 14.863 0.318
N -12.140 -8.066 16.697 0.042
H -15.938 -11.160 16.038 -0.438
H -13.326 -10.586 14.390 0.253
O -16.042 -12.361 13.410 -0.540
H -14.611 -13.294 16.924 0.075
H -19.333 -13.225 17.947 0.254
H -18.729 -11.762 13.061 -0.027
C -13.139 -5.658 14.502 0.684
H -18.006 -13.330 19.769 0.327
H -15.858 -9.887 12.306 -0.237
H -13.000 -13.310 16.151 0.282
O -16.183 -5.900 18.563 1.139
H -14.259 -11.942 19.350 0.743
H -15.898 -2.716 18.962 0.442
H -19.793 -9.976 19.091 -0.070
H -18.537 -10.147 13.572 -0.740
H -12.965 -13.787 17.779 0.430
H -15.680 -6.261 19.321 -1.064
C -18.844 -13.396 16.221 1.155
H -19.523 -7.528 16.927 -0.198
H -13.839 -4.117 16.023 0.497
C -19.074 -14.553 15.213 -1.670
O -17.326 -10.999 19.739 -0.654
C -13.314 -11.633 17.478 2.256
H -17.194 -14.520 16.953 0.726
H -11.968 -8.882 16.062 0.334
C -15.373 -8.512 16.823 0.909
H -21.167 -6.708 13.307 0.313
C -14.247 -11.209 18.609 -0.290
H -20.069 -14.596 14.773 0.427
H -20.594 -11.596 19.178 0.232

=====

# 2
128
Properties=species:S:1:pos:R:3:mulliken_charge:R:1 method="wB97M-V/def2-TZVPD" fmax_ha_per_bohr=0.2291 de_lowest_kj_mol=644.58 total_energy_ha=-2492.5450
H 3.774 -0.198 0.791 -0.135
H -0.525 -0.856 -0.251 -1.111
C 2.345 -3.150 -2.571 0.181
H 0.106 -2.473 4.814 0.303
H -4.137 3.002 1.938 0.436
H -0.218 1.679 -6.304 0.654
N 0.696 -2.728 1.183 2.490
O 2.865 -3.627 0.734 -0.848
H -2.969 -1.263 1.590 -0.205
H 2.168 -1.567 -0.987 -0.521
O -1.625 -1.966 2.682 0.583
H -0.857 2.970 5.690 0.500
H -0.822 0.897 0.106 0.385
O -0.593 5.090 -1.523 -0.433
O -4.713 -2.914 0.981 -0.785
H -3.741 -2.326 -2.146 0.230
H 0.568 0.940 -3.618 -0.016
O 2.018 0.721 -6.343 -0.506
H 0.638 -2.278 -1.493 -0.645
C -1.845 -2.518 3.762 0.702
H 0.539 3.380 -2.646 0.336
H 2.667 -1.089 3.083 0.148
H 1.382 -5.742 0.648 0.302
C 3.509 3.401 0.454 0.083
O 0.996 0.000 0.802 2.327
H -3.228 -0.125 0.167 -0.464
H 1.564 -1.038 -2.448 -0.809
C -0.338 2.534 4.165 -0.122
H -0.531 0.096 -6.864 0.391
H 1.485 0.938 -7.112 0.437
H 1.121 -2.971 -4.267 -0.004
H -3.218 1.437 1.755 -0.130
H 3.412 -2.550 -3.819 0.414
H -2.675 -1.936 5.640 0.578
H -0.673 1.339 2.300 -0.396
H 1.084 4.567 1.053 0.183
C 0.468 3.170 -1.573 -0.433
H -0.971 -3.890 5.221 0.409
N -1.298 -2.007 -4.050 -0.306
O -0.608 2.167 5.296 -0.422
H -1.803 1.038 3.596 0.259
H 4.734 5.024 0.900 0.185
H 3.249 3.351 -1.632 0.262
H 0.383 -3.993 -3.229 0.068
N -4.994 -1.384 -0.916 -0.353
H -3.544 1.243 -1.625 0.055
C -1.686 -4.041 -0.548 -0.535
H -0.329 -2.866 1.299 -0.499
C 1.673 -1.963 -1.839 1.890
C -3.825 2.263 -0.133 0.252
H 1.019 -1.750 1.111 -1.140
H 2.698 0.601 2.741 -0.340
H -0.155 0.405 3.616 0.460
H -4.279 3.263 -1.958 0.476
C 1.495 1.110 -4.180 -0.844
H -5.880 -1.776 -1.224 0.223
H -0.694 -3.998 -1.029 0.053
C -2.449 -1.492 4.692 -1.792
C -3.368 2.474 1.292 -0.262
H -3.373 -1.127 4.275 0.361
C 1.495 -3.749 0.996 0.169
H -0.938 0.547 -5.229 0.316
H 1.599 2.223 -4.322 0.379
H -0.307 3.430 1.065 -0.529
H -4.810 1.808 -0.135 0.312
H -2.155 -3.065 -0.564 -0.050
H -0.455 2.546 -1.584 -0.066
N 4.156 4.195 1.228 -0.341
N 3.784 3.727 -0.796 -0.325
C -0.083 0.118 -0.101 0.953
H -0.911 3.428 3.906 0.544
O -1.721 -4.398 0.782 -0.790
H 0.347 0.252 -1.077 -0.872
H -2.637 -4.426 1.067 0.362
N -3.049 -2.585 -2.826 -0.254
H 3.661 -2.256 1.458 0.171
H -2.159 -4.807 -1.062 0.751
H 6.160 0.039 0.918 0.382
H -1.841 -0.657 4.921 0.323
H 1.215 3.120 2.822 -0.032
O 4.483 -1.761 1.623 -0.608
H -0.078 -5.003 1.149 0.248
O -1.999 -0.427 -2.533 -0.395
H 1.715 -4.578 -4.092 0.480
C 1.242 0.384 -5.449 1.027
H -4.664 -0.587 -1.438 0.174
H 2.528 -3.976 -1.887 0.136
H 4.338 4.593 -0.966 0.172
H -0.756 -1.511 2.633 -0.515
H -0.770 5.940 -1.186 0.531
O 3.473 -3.049 -3.040 -0.534
H -2.494 -3.398 3.475 0.332
C -3.930 3.541 -0.994 -1.452
H -2.420 2.967 1.302 -0.168
H 1.265 4.982 -0.908 0.053
C -2.108 -1.701 -3.052 0.366
H -2.988 4.105 -1.033 0.083
H 2.305 0.774 -3.577 0.514
N 0.983 -4.962 1.068 -0.285
H -4.711 4.142 -0.569 0.452
H 1.662 1.955 4.250 0.245
H 1.467 2.759 -1.377 -0.228
H 5.177 1.198 1.898 0.335
O 2.655 2.435 0.962 -0.399
C -0.610 -3.200 4.413 -1.475
H 6.005 -0.109 2.721 0.435
C 1.087 2.834 3.880 -1.436
H -0.067 -3.834 3.726 0.326
H -0.567 5.247 0.865 0.458
H -1.345 -2.962 -4.387 0.201
H 1.473 3.508 4.594 0.579
C 1.402 -3.727 -3.564 -0.795
C 4.201 -0.568 1.667 1.435
H -0.731 -1.254 -4.446 -0.126
H 1.417 0.891 0.894 -1.119
C 0.072 4.386 0.636 -0.121
H 4.003 4.158 2.271 0.307
N -3.506 -0.940 0.746 0.688
C 5.482 0.172 1.793 -1.871
C 3.357 -0.256 2.921 -0.707
H -3.023 -3.528 -3.216 0.225
H 1.281 -0.658 -5.132 -0.464
C 0.268 4.490 -0.884 0.038
O -3.167 1.417 -0.772 0.185
C -0.734 1.280 3.362 -0.548
C -4.438 -1.757 0.275 0.479
H 3.889 0.008 3.820 0.554
C -0.193 0.654 -5.997 -1.776

=====

# 3
132
Properties=species:S:1:pos:R:3:mulliken_charge:R:1 method="wB97M-V/def2-TZVPD" fmax_ha_per_bohr=0.0511 de_lowest_kj_mol=73.75 total_energy_ha=-2427.4674
H 3.114 -8.638 -2.339 0.354
H 11.595 3.848 1.331 0.310
C -1.341 0.468 -1.802 -1.540
O -0.905 -6.863 -5.551 -0.498
N -2.985 2.523 9.218 -0.701
H 9.851 4.963 1.155 0.204
C 2.316 -0.630 -7.750 -0.486
H 2.926 -0.199 -6.956 0.202
O 1.315 0.272 -8.113 -0.501
C 2.924 -6.862 -0.025 -1.506
H 6.139 3.286 6.880 0.239
H -2.988 7.098 5.856 0.253
H -2.917 -6.290 -6.216 0.249
C 6.600 2.591 6.179 -0.534
H -9.158 -0.298 0.814 0.254
H -2.325 2.271 9.940 0.217
H -4.921 -0.733 -7.936 0.271
H 1.899 -1.567 -7.383 0.221
H -7.295 1.219 0.627 0.310
H 9.480 -3.342 -4.254 0.250
H -3.238 -5.419 2.400 0.266
C 4.089 -8.386 -1.922 -0.713
H -5.096 -4.823 5.073 0.432
C -3.020 -4.093 5.199 0.889
H -4.003 5.746 5.470 0.316
H 3.100 -5.340 -1.600 0.280
H -1.447 -2.882 5.607 0.261
H 0.245 4.686 -6.391 0.305
H -8.356 -0.149 -0.822 0.252
H -7.417 7.593 -4.417 0.306
H 2.955 -10.630 -1.160 0.328
H 0.803 1.330 0.728 0.329
H -2.374 -4.693 4.558 0.162
O -2.612 5.497 7.020 -0.325
N -2.425 -2.751 5.391 -0.737
H -8.142 6.781 -3.108 0.355
H -2.205 -0.193 -1.869 0.335
H -6.248 -2.242 -8.641 0.313
H 7.458 1.785 7.697 0.288
H 3.034 8.354 1.757 0.242
H -2.756 -2.293 6.228 0.274
H 3.672 0.084 -1.138 0.219
H 1.956 6.234 -6.058 0.249
H -5.739 6.746 -2.045 0.278
O 3.577 6.903 0.345 -0.495
O -8.203 1.492 0.475 -0.486
C -7.344 7.488 -3.335 -0.512
C -2.419 3.723 8.709 0.644
C 2.606 7.630 1.064 -0.531
C 2.946 0.858 -0.889 -0.664
H -2.385 -0.079 0.642 0.306
C -2.987 6.012 5.761 -0.752
H 6.767 2.981 5.175 0.237
O 7.788 1.972 6.815 -0.488
H 4.890 -6.655 -0.747 0.235
N -1.782 0.720 0.507 -0.810
H 1.888 -7.192 -0.105 0.336
H -4.107 4.266 7.423 0.309
H -1.893 -5.076 -5.544 0.208
O 7.989 -3.299 -5.734 -0.494
C -2.120 -6.141 -5.488 -0.478
H 9.935 -3.398 -5.936 0.194
H 2.033 8.287 0.409 0.257
O 11.678 4.543 0.674 -0.515
O 1.639 0.313 -0.853 -0.298
H -4.815 -5.114 1.562 0.270
H -6.148 5.881 -3.550 0.279
H 0.594 1.939 -0.933 0.270
H 10.432 6.080 -0.118 0.222
H 4.324 7.465 0.128 0.301
H -6.988 9.350 -2.770 0.316
H 4.413 -11.218 -1.852 0.298
C -8.859 0.361 -0.001 -0.563
H -1.647 1.442 -2.183 0.352
H -3.588 -4.279 7.346 0.356
H -2.831 3.492 6.580 0.337
H 4.204 -11.177 -0.085 0.265
N 3.548 -6.020 -2.198 -0.711
H -4.479 -0.445 -9.619 0.217
C -4.703 -1.221 -8.886 -0.525
H -1.275 0.723 1.381 0.275
H 2.839 -5.878 0.436 0.450
C -5.948 6.858 -3.109 -0.280
H -4.998 -3.199 5.055 0.318
H -9.829 0.605 -0.433 0.234
O -7.613 8.637 -2.619 -0.524
H -1.062 -7.779 -5.311 0.295
H -4.220 7.182 -3.996 0.290
C -0.909 3.481 8.693 -1.468
H -1.942 -4.783 6.940 0.432
H 1.673 5.087 -4.727 0.219
C -2.970 -4.745 6.578 -1.607
H -3.919 2.586 9.598 0.236
H 1.960 7.030 1.705 0.224
H 2.789 -6.437 -2.716 0.284
C 4.035 -10.632 -1.014 -0.780
C 1.242 5.907 -5.302 -0.522
H 3.124 1.285 0.098 0.288
C 10.426 5.048 0.232 -0.450
H 5.763 1.899 6.084 0.258
H 3.011 1.674 -1.608 0.264
C 3.970 -7.022 -1.202 0.493
C -4.444 -4.052 4.663 -0.933
C 0.528 1.061 -0.291 -0.670
C -3.020 4.203 7.384 -0.651
H -0.678 -0.711 -0.161 0.260
O -4.999 7.695 -3.768 -0.508
H 3.032 -0.788 -8.556 0.256
H -3.358 -5.753 6.429 0.383
O -5.639 -2.135 -9.375 -0.488
H 1.189 6.682 -4.537 0.243
H -4.731 -5.970 3.057 0.348
C -4.285 -5.137 2.514 -0.763
H -0.700 2.682 7.982 0.366
H 9.905 4.446 -0.512 0.230
H 9.354 -4.910 -5.194 0.240
H 4.793 -8.318 -2.751 0.343
H -2.333 5.781 4.920 0.283
O -4.536 -3.937 3.288 -0.353
H -2.630 4.465 9.480 0.222
O 4.510 -9.301 -0.868 -0.297
C 9.250 -3.825 -5.203 -0.479
H 1.098 0.158 -9.041 0.308
H -3.764 -1.763 -8.774 0.212
H -2.565 -6.457 -4.544 0.224
H -0.393 4.376 8.345 0.313
C -0.792 0.335 -0.447 0.741
H -0.510 3.062 9.617 0.401
H -0.590 0.178 -2.537 0.343
H 7.267 -3.553 -5.155 0.288
H 3.386 -7.460 0.761 0.341
O -0.003 5.480 -5.912 -0.496

=====

# 4
54
Properties=species:S:1:pos:R:3:nbo_charge:R:1 method="wB97M-V/def2-TZVPD" multiplicity=3 total_charge=-1 fmax_ha_per_bohr=0.0714 de_lowest_kj_mol=32.31 total_energy_ha=-3589.8313
C 2.302 2.700 1.503 -0.207
C 0.129 2.130 -0.165 -0.014
F -2.800 -0.182 -3.459 -0.377
H 0.148 -1.688 2.969 0.219
C 0.895 -3.064 0.813 -0.181
F -4.316 -2.321 -2.497 -0.342
H -1.562 -2.538 4.515 0.206
C 1.187 -1.690 0.558 -0.392
C -0.885 1.733 -1.059 -0.345
C -2.631 -0.605 -2.118 0.239
C -0.474 4.420 -0.313 -0.213
C 1.144 0.100 -3.597 0.475
H 1.947 4.756 1.120 0.206
H -4.507 0.051 2.663 0.216
H -0.399 5.438 0.084 0.198
C -1.841 -1.834 3.741 -0.221
C 3.253 -3.466 1.264 -0.224
H 2.149 0.604 2.110 0.211
C -3.128 -1.306 3.696 -0.212
F -2.874 -2.685 -0.914 -0.343
C 0.744 1.108 0.562 -0.319
C 3.347 -0.007 -4.951 0.318
C -1.281 -0.589 1.733 -0.309
C 2.422 0.480 -3.970 -0.595
P -0.128 -0.482 0.307 0.893
C 2.830 1.511 -3.102 0.310
C 1.738 1.405 1.531 -0.224
H 1.732 -4.978 1.373 0.209
N 3.068 2.276 -2.230 -0.407
F -2.159 -2.794 -2.979 -0.332
H 4.027 -4.173 1.501 0.210
N 0.080 -0.198 -3.245 -0.600
H 3.250 2.901 2.080 0.207
C -1.531 4.041 -1.169 -0.206
C -2.569 0.009 1.732 -0.194
H -2.588 2.408 -2.140 0.217
C -0.856 -1.405 2.835 -0.201
C 3.522 -2.166 0.801 -0.220
H 2.861 -0.322 0.073 0.241
H -2.234 4.770 -1.512 0.199
H 4.609 -1.924 0.731 0.215
H -3.823 -1.659 4.408 0.204
H -2.724 0.766 0.937 0.252
H -0.157 -3.289 0.935 0.226
C 2.506 -1.312 0.417 -0.147
C -2.995 -2.072 -2.146 0.903
N 4.219 -0.357 -5.632 -0.393
Ni -0.896 -0.182 -1.648 0.959
C 1.631 3.760 0.875 -0.175
C -1.695 2.722 -1.574 -0.283
F -3.643 -0.024 -1.418 -0.360
C 1.979 -3.933 1.176 -0.216
C 0.477 3.491 0.072 -0.081
C -3.497 -0.335 2.722 -0.200